## 1
Formula: C3H4NO
Source: the Open Molecules 2025 dataset
Level of theory: the ωB97M-V functional and the def2-TZVPD basis

The geometry in ORCA input format:
```
! wB97M-V def2-TZVPD RIJCOSX def2/J DEFGRID3
* xyz 1 1
C -0.163 -1.281 -0.421
C 1.181 0.491 0.028
C -0.799 0.669 0.484
N -1.051 -0.546 -0.035
O 1.130 -0.643 -0.506
H -0.447 -2.216 -0.831
H 1.974 1.141 0.042
H -0.952 0.822 1.527
H -0.872 1.564 -0.289
*
```

## 2
Formula: C3H4NO
Source: the Open Molecules 2025 dataset
Level of theory: the ωB97M-V functional and the def2-TZVPD basis

The geometry in ORCA input format:
```
! wB97M-V def2-TZVPD RIJCOSX def2/J DEFGRID3
* xyz 1 1
C 0.365 0.253 1.314
C 0.953 -0.234 0.259
C -0.292 -0.552 -1.042
N -1.085 0.334 -1.219
O -1.812 1.168 -1.590
H 0.979 0.746 2.088
H -0.608 0.300 1.694
H 1.876 -0.371 -0.343
H -0.377 -1.643 -1.161
*
```

- SMILES: C=CC=[N+]=O

## 3
Formula: C3H4NO
Source: the Open Molecules 2025 dataset
Level of theory: the ωB97M-V functional and the def2-TZVPD basis

The geometry in ORCA input format:
```
! wB97M-V def2-TZVPD RIJCOSX def2/J DEFGRID3
* xyz 1 1
C 0.018 -0.371 -1.060
C -1.516 -0.665 0.711
C 0.824 0.398 -0.178
N 0.563 0.892 0.891
O -0.996 -0.943 -0.391
H 0.251 -1.012 -1.895
H 1.239 1.615 1.078
H -2.063 -0.649 1.614
H 1.678 0.735 -0.771
*
```

Stability ranking, top and bottom: 1 is the most stable and 3 is the least stable.

## 1
Formula: C3H2ClNOS
Source: the Open Molecules 2025 dataset
Level of theory: the ωB97M-V functional and the def2-TZVPD basis

The geometry in ORCA input format:
```
! wB97M-V def2-TZVPD RIJCOSX def2/J DEFGRID3
* xyz 0 1
S 2.715 -0.876 -0.100
C 1.194 -0.246 0.092
N 0.027 -0.917 0.287
C -0.947 0.099 0.117
Cl -2.569 -0.816 -0.090
C -0.393 1.297 -0.094
O 0.891 1.086 0.000
H -0.223 -1.984 -0.153
H -0.696 2.357 -0.059
*
```

- SMILES: S=c1[nH]c(Cl)co1

## 2
Formula: C3H2ClNOS
Source: the Open Molecules 2025 dataset
Level of theory: the ωB97M-V functional and the def2-TZVPD basis

The geometry in ORCA input format:
```
! wB97M-V def2-TZVPD RIJCOSX def2/J DEFGRID3
* xyz 0 1
O 0.991 2.305 1.074
C 0.295 1.639 0.358
S -1.463 1.293 0.492
C 0.155 0.598 -0.653
C 0.105 -0.819 -0.279
N -0.109 -1.242 0.886
Cl -0.628 -2.817 0.945
H 0.270 0.613 -1.767
H 0.386 -1.571 -1.057
*
```

- SMILES: O=C1S[C@@H]1/C=N/Cl

## 3
Formula: C3H2ClNOS
Source: the Open Molecules 2025 dataset
Level of theory: the ωB97M-V functional and the def2-TZVPD basis

The geometry in ORCA input format:
```
! wB97M-V def2-TZVPD RIJCOSX def2/J DEFGRID3
* xyz 0 1
S -0.526 2.311 0.524
C -0.228 0.576 0.196
O -0.858 -0.330 0.947
N -0.517 -1.626 0.520
C 0.375 -1.396 -0.398
C 0.636 0.005 -0.641
Cl 1.754 0.722 -1.664
H -1.478 1.985 1.402
H 0.843 -2.247 -0.887
*
```

- SMILES: Sc1oncc1Cl

## 4
Formula: C3H2ClNOS
Source: the Open Molecules 2025 dataset
Level of theory: the ωB97M-V functional and the def2-TZVPD basis

The geometry in ORCA input format:
```
! wB97M-V def2-TZVPD RIJCOSX def2/J DEFGRID3
* xyz 0 1
S -1.502 0.066 -1.884
C -0.432 -0.078 -0.518
C -0.395 -0.919 0.543
N 0.743 -0.666 1.298
C 1.330 0.283 0.650
Cl 2.775 1.075 1.052
O 0.703 0.708 -0.465
H -2.130 1.201 -1.497
H -1.093 -1.670 0.822
*
```

- SMILES: Sc1cnc(Cl)o1

Stability ranking, top and bottom: 4 is the most stable and 2 is the least stable.

## 1
Formula: C3H6O3S
Source: the Open Molecules 2025 dataset
Level of theory: the ωB97M-V functional and the def2-TZVPD basis

The geometry in ORCA input format:
```
! wB97M-V def2-TZVPD RIJCOSX def2/J DEFGRID3
* xyz 0 1
C -1.395 3.195 1.108
C 0.337 -0.388 -0.979
C -0.134 -0.775 0.396
O -0.945 3.851 0.252
O -2.568 0.201 -0.080
O -1.871 -0.006 2.293
S -1.538 0.373 0.929
H -1.856 3.419 2.068
H -0.526 -0.208 -1.617
H 0.949 0.510 -0.950
H 0.925 -1.191 -1.421
H 0.626 -0.722 1.170
H -0.626 -1.747 0.410
*
```

## 2
Formula: C3H6O3S
Source: the Open Molecules 2025 dataset
Level of theory: the ωB97M-V functional and the def2-TZVPD basis

The geometry in ORCA input format:
```
! wB97M-V def2-TZVPD RIJCOSX def2/J DEFGRID3
* xyz 0 1
C 1.270 -1.663 0.718
C 1.122 -0.312 0.131
O 1.743 0.558 -0.384
S -1.044 0.318 0.299
C -1.063 1.640 -0.983
O -1.360 0.944 1.571
O -1.750 -0.822 -0.206
H 1.801 -2.244 -0.047
H 1.932 -1.898 1.576
H 0.281 -2.028 1.096
H -0.013 1.927 -1.148
H -1.276 1.153 -1.977
H -1.641 2.426 -0.646
*
```

- SMILES: CC(=O)S(C)(=O)=O

Stability ranking, top and bottom: 2 is the most stable and 1 is the least stable.

## 1
Formula: C3H4N4S
Source: the Open Molecules 2025 dataset
Level of theory: the ωB97M-V functional and the def2-TZVPD basis

The geometry in ORCA input format:
```
! wB97M-V def2-TZVPD RIJCOSX def2/J DEFGRID3
* xyz 0 1
H 1.545 -0.882 -1.896
N 0.707 -0.297 -1.708
C 0.457 -0.318 -0.447
C 1.126 -0.938 0.722
S 2.323 -2.049 0.593
N 0.493 -0.429 1.908
C -0.454 0.338 1.480
N -0.556 0.399 0.141
N -1.490 1.126 -0.555
H -1.138 0.933 2.084
H -1.974 0.404 -1.086
H -1.038 1.714 -1.235
*
```

- SMILES: [H]/N=C1\C(=S)N=CN1N

## 2
Formula: C3H4N4S
Source: the Open Molecules 2025 dataset
Level of theory: the ωB97M-V functional and the def2-TZVPD basis

The geometry in ORCA input format:
```
! wB97M-V def2-TZVPD RIJCOSX def2/J DEFGRID3
* xyz 0 1
C -1.484 -1.618 -1.674
N -0.885 -0.607 -1.220
N -0.205 -0.529 -0.016
N -0.056 -1.567 0.795
N 0.909 -1.181 1.597
C 1.105 0.179 1.536
C 0.420 0.654 0.385
S 0.239 2.121 -0.435
H -2.056 -1.560 -2.643
H -1.563 -2.487 -0.966
H 1.842 0.513 2.192
H -0.638 1.500 -1.201
*
```

- SMILES: C=Nn1nncc1S

## 3
Formula: C3H4N4S
Source: the Open Molecules 2025 dataset
Level of theory: the ωB97M-V functional and the def2-TZVPD basis

The geometry in ORCA input format:
```
! wB97M-V def2-TZVPD RIJCOSX def2/J DEFGRID3
* xyz 0 1
S -0.417 2.660 -1.505
N 0.075 1.973 -0.059
C 0.028 0.671 -0.008
N -0.368 -0.175 -0.999
C -0.425 -1.460 -0.714
C 0.105 -2.000 0.487
N 0.557 -1.223 1.419
N 0.478 0.128 1.212
H -0.325 3.914 -1.036
H -0.760 -2.097 -1.521
H 0.163 -3.101 0.749
H 0.890 0.709 1.975
*
```

- SMILES: S/N=c1\nccn[nH]1

Stability ranking, top and bottom: 1 is the most stable and 2 is the least stable.

## 1
Formula: C21H56O7
Source: the Open Molecules 2025 dataset
Level of theory: the ωB97M-V functional and the def2-TZVPD basis

The geometry in ORCA input format:
```
! wB97M-V def2-TZVPD RIJCOSX def2/J DEFGRID3
* xyz 0 1
C -0.585 1.256 3.387
C -0.719 2.384 4.405
C -2.129 2.367 5.104
O 0.239 2.301 5.490
H 0.413 1.289 2.942
H -1.310 1.498 2.614
H -0.765 0.236 3.731
H -0.592 3.328 3.834
H -2.081 1.627 5.881
H -2.893 2.122 4.354
H -2.361 3.315 5.534
H 1.107 2.206 5.105
C -1.437 -5.899 1.151
C -1.242 -4.841 2.168
C -2.367 -3.759 2.098
O -1.179 -5.393 3.479
H -2.365 -6.399 1.405
H -0.701 -6.705 1.211
H -1.414 -5.488 0.117
H -0.258 -4.375 2.018
H -2.195 -2.961 2.799
H -3.302 -4.177 2.438
H -2.573 -3.319 1.125
H -0.408 -5.954 3.411
C -3.785 -0.794 -3.391
C -4.545 -1.955 -2.702
C -4.195 -1.984 -1.243
O -5.927 -1.852 -2.945
H -3.947 0.136 -2.822
H -4.121 -0.703 -4.435
H -2.680 -0.987 -3.339
H -4.286 -2.912 -3.140
H -4.843 -2.678 -0.770
H -4.351 -0.988 -0.853
H -3.158 -2.209 -1.121
H -6.298 -0.971 -2.730
C 2.662 1.868 -5.826
C 1.772 2.285 -4.651
C 1.357 3.730 -4.745
O 0.595 1.412 -4.647
H 2.247 2.179 -6.804
H 2.839 0.791 -5.809
H 3.610 2.357 -5.676
H 2.263 2.088 -3.704
H 0.722 4.047 -5.533
H 2.285 4.340 -4.680
H 0.863 3.983 -3.797
H -0.163 1.830 -4.245
C -0.553 0.872 -1.455
C 0.052 0.595 -0.067
C -0.428 -0.778 0.402
O 1.452 0.727 -0.108
H -0.237 1.871 -1.832
H -1.633 0.862 -1.401
H -0.260 0.135 -2.220
H -0.306 1.318 0.674
H -0.128 -0.965 1.463
H -0.136 -1.654 -0.188
H -1.525 -0.709 0.380
H 1.800 -0.044 -0.592
C 4.528 -1.639 0.738
C 3.521 -2.367 -0.138
C 2.388 -3.056 0.613
O 2.907 -1.424 -1.045
H 4.953 -2.270 1.496
H 4.034 -0.745 1.146
H 5.358 -1.266 0.105
H 3.993 -3.124 -0.788
H 1.878 -2.405 1.314
H 2.873 -3.838 1.192
H 1.695 -3.528 -0.071
H 3.657 -1.040 -1.503
C 2.255 4.545 2.469
C 1.826 3.513 1.453
C 1.328 4.135 0.134
O 2.843 2.568 1.279
H 3.084 5.192 2.142
H 2.543 4.086 3.412
H 1.381 5.127 2.760
H 0.942 3.031 1.907
H 1.350 3.426 -0.717
H 1.980 4.947 -0.180
H 0.282 4.390 0.288
H 2.508 1.837 0.743
*
```

- SMILES: CC(C)O.CC(C)O.CC(C)O.CC(C)O.CC(C)O.CC(C)O.CC(C)O

## 2
Formula: C21H56O7
Source: the Open Molecules 2025 dataset
Level of theory: the ωB97M-V functional and the def2-TZVPD basis

The geometry in ORCA input format:
```
! wB97M-V def2-TZVPD RIJCOSX def2/J DEFGRID3
* xyz 0 1
C -5.091 1.325 0.025
C -6.512 1.550 -0.434
C -7.405 2.322 0.520
O -6.428 2.246 -1.626
H -5.016 0.775 0.964
H -4.555 2.258 0.199
H -4.468 0.728 -0.642
H -6.993 0.601 -0.672
H -6.902 3.271 0.702
H -7.471 1.876 1.513
H -8.394 2.621 0.172
H -5.983 1.730 -2.302
C -3.083 -4.345 2.369
C -2.912 -5.444 3.391
C -4.215 -6.326 3.564
O -1.825 -6.228 3.165
H -2.145 -3.797 2.285
H -3.942 -3.705 2.574
H -3.230 -4.762 1.373
H -2.763 -5.020 4.384
H -4.590 -6.614 2.582
H -5.012 -5.707 3.976
H -4.056 -7.258 4.107
H -1.186 -5.982 3.837
C -2.534 2.845 5.568
C -1.837 1.473 5.563
C -0.254 1.418 5.690
O -2.273 0.813 6.693
H -2.045 3.472 6.314
H -3.575 2.725 5.866
H -2.532 3.244 4.554
H -2.231 0.881 4.737
H 0.212 1.797 6.599
H 0.148 1.995 4.856
H 0.075 0.379 5.706
H -1.828 1.198 7.452
C 6.413 5.126 -2.252
C 7.234 4.054 -2.979
C 8.463 3.748 -2.153
O 6.519 2.835 -2.974
H 5.439 5.165 -2.739
H 6.817 6.135 -2.165
H 6.365 4.823 -1.206
H 7.378 4.391 -4.006
H 8.091 3.517 -1.155
H 9.204 4.539 -2.264
H 9.000 2.901 -2.583
H 6.648 2.355 -2.153
C -7.738 -0.705 -5.567
C -6.266 -0.967 -5.908
C -5.775 -0.286 -7.169
O -5.414 -0.608 -4.855
H -8.465 -0.884 -6.359
H -7.883 0.351 -5.340
H -8.080 -1.306 -4.724
H -6.111 -2.020 -6.142
H -5.897 0.797 -7.152
H -6.422 -0.765 -7.903
H -4.761 -0.554 -7.466
H -4.543 -0.864 -5.168
C 0.221 -0.837 -0.865
C 1.449 0.086 -0.996
C 1.143 1.486 -0.510
O 2.436 -0.384 -0.057
H 0.430 -1.891 -0.680
H -0.418 -0.772 -1.746
H -0.399 -0.528 -0.024
H 1.820 -0.027 -2.014
H 2.004 2.063 -0.844
H 0.897 1.393 0.548
H 0.223 1.737 -1.038
H 3.251 -0.122 -0.490
C 9.716 -1.999 -0.783
C 8.570 -1.964 0.282
C 9.136 -2.182 1.681
O 8.082 -0.689 0.190
H 10.352 -1.172 -0.465
H 9.406 -1.747 -1.797
H 10.171 -2.989 -0.751
H 7.688 -2.597 0.180
H 8.474 -2.404 2.518
H 9.709 -1.283 1.911
H 9.747 -3.080 1.593
H 8.522 -0.234 0.912
*
```

- SMILES: CC(C)O.CC(C)O.CC(C)O.CC(C)O.CC(C)O.CC(C)O.CC(C)O

Stability ranking, top and bottom: 1 is the most stable and 2 is the least stable.

## 1
Formula: CH3BrClN
Source: the Open Molecules 2025 dataset
Level of theory: the ωB97M-V functional and the def2-TZVPD basis

The geometry in ORCA input format:
```
! wB97M-V def2-TZVPD RIJCOSX def2/J DEFGRID3
* xyz 0 1
C 0.951 -0.758 -0.766
N -0.634 1.433 0.763
Cl -0.349 -1.669 -0.297
Br -1.211 0.099 1.828
H 1.814 -0.618 -0.152
H 0.610 0.139 -1.316
H -1.181 1.375 -0.060
*
```

## 2
Formula: CH3BrClN
Source: the Open Molecules 2025 dataset
Level of theory: the ωB97M-V functional and the def2-TZVPD basis

The geometry in ORCA input format:
```
! wB97M-V def2-TZVPD RIJCOSX def2/J DEFGRID3
* xyz 0 1
N -0.620 0.488 -0.643
C 0.458 0.156 0.088
Cl 0.451 -1.982 0.513
Br 0.387 0.934 1.957
H -1.418 0.215 -0.137
H -0.667 -0.170 -1.389
H 1.408 0.359 -0.389
*
```

- SMILES: N[C@H](Cl)Br

Stability ranking, top and bottom: 2 is the most stable and 1 is the least stable.